[1]
This record from OMol25 describes a structure of composition C30H30N5O3SSeSiV. The level of theory is ωB97M-V/def2-TZVPD.

Results
net charge	-1
Kohn-Sham gap (spin up / spin down)	6.7 / 6.7	eV
spin multiplicity	2
HOMO level (spin up / spin down)	-4.40 / -4.41	eV
E_LUMO (spin up / spin down)	0.0850 / 0.0850	Eh
max |F|	1.48	eV Å⁻¹

Positions of all 72 atoms, in Å:
V1 0.904 0.132 0.187
O1 -3.111 1.922 -0.386
C1 -3.476 1.945 0.914
C2 -4.678 2.563 1.251
C3 -5.107 2.584 2.565
C4 -4.347 1.986 3.564
C5 -3.137 1.399 3.242
C6 -2.681 1.379 1.927
C7 -1.342 0.835 1.606
O2 -1.043 0.506 0.380
N1 -0.482 0.781 2.582
N2 0.754 0.380 2.130
C8 1.617 0.083 3.040
C9 2.945 -0.391 2.794
C10 3.795 -0.638 3.881
C11 5.080 -1.094 3.702
C12 5.548 -1.309 2.401
C13 4.736 -1.084 1.315
C14 3.405 -0.642 1.472
O3 2.641 -0.492 0.434
H1 -2.290 1.383 -0.430
H2 -5.257 3.025 0.461
H3 -6.045 3.065 2.814
H4 -4.696 1.988 4.589
H5 -2.514 0.949 4.002
H6 1.287 0.179 4.072
H7 3.413 -0.468 4.882
H8 5.724 -1.286 4.551
H9 6.562 -1.661 2.249
H10 5.094 -1.258 0.307
C15 -3.103 -2.357 0.568
Si1 -1.675 -3.592 0.623
C16 -2.384 -5.150 1.436
C17 -1.281 -4.011 -1.190
Se1 0.160 -2.936 1.710
H11 -4.026 -2.837 0.226
H12 -2.869 -1.547 -0.120
H13 -3.289 -1.926 1.554
H14 -3.253 -5.522 0.883
H15 -2.698 -4.928 2.458
H16 -1.637 -5.945 1.480
H17 -2.112 -4.553 -1.653
H18 -0.382 -4.625 -1.271
H19 -1.122 -3.093 -1.762
N3 1.954 -2.947 -0.994
C18 1.452 -2.116 -1.893
N4 0.780 -1.010 -1.660
C19 0.291 -0.450 -2.833
C20 -0.527 0.673 -2.922
C21 -0.933 1.117 -4.167
C22 -0.534 0.464 -5.330
C23 0.270 -0.663 -5.260
C24 0.662 -1.113 -4.011
S1 1.618 -2.516 -3.613
H20 1.546 -2.913 -0.044
H21 2.334 -3.827 -1.288
H22 -0.813 1.181 -2.013
H23 -1.565 1.994 -4.232
H24 -0.858 0.831 -6.295
H25 0.585 -1.181 -6.157
N5 1.236 1.583 -0.463
C25 1.465 2.803 -1.008
C26 1.288 3.975 -0.245
C27 1.497 5.221 -0.804
C28 1.889 5.350 -2.131
C29 2.075 4.204 -2.893
C30 1.871 2.950 -2.348
H26 0.983 3.863 0.788
H27 1.351 6.108 -0.198
H28 2.046 6.331 -2.560
H29 2.385 4.290 -3.928
H30 2.023 2.055 -2.938

[2]
This record from OMol25 describes a structure of composition C8H21NO2P2Tc. The level of theory is ωB97M-V/def2-TZVPD.

Results
net charge	+2
Kohn-Sham gap (spin up / spin down)	4.5 / 5.8	eV
spin multiplicity	4
HOMO level (spin up / spin down)	-14.85 / -16.11	eV
E_LUMO (spin up / spin down)	-0.3793 / -0.3773	Eh
max |F|	9.25	eV Å⁻¹

Positions of all 35 atoms, in Å:
Tc1 1.625 -0.186 0.838
H1 -2.216 -2.194 -0.916
H2 -2.335 2.341 -0.903
P1 -0.793 -2.142 -0.257
P2 -0.903 2.249 -0.366
C1 0.907 2.689 0.065
H3 1.077 3.724 -0.226
H4 0.992 2.553 1.149
H5 1.593 2.037 -0.497
C2 -0.522 2.754 -2.149
H6 -1.365 2.462 -2.780
H7 -0.363 3.833 -2.240
H8 0.367 2.207 -2.492
C3 -1.416 3.711 0.733
H9 -1.039 3.454 1.732
H10 -0.957 4.646 0.380
H11 -2.512 3.829 0.765
C4 -0.235 -2.477 -2.032
H12 -0.144 -3.551 -2.264
H13 -0.999 -2.048 -2.699
H14 0.712 -1.932 -2.217
C5 1.009 -2.924 0.287
H15 1.050 -2.983 1.386
H16 1.017 -3.944 -0.123
H17 1.895 -2.389 -0.128
C6 -1.464 -3.714 0.538
H18 -2.541 -3.808 0.421
H19 -1.033 -4.648 0.151
H20 -1.266 -3.637 1.610
C7 3.446 -0.237 1.083
O1 4.624 -0.223 1.249
H21 0.926 0.063 -0.591
O2 -0.155 0.069 4.589
C8 0.289 0.157 3.503
N1 0.730 0.260 2.398

[3]
This record from OMol25 describes a cluster of 2 separate species, C6H12O in total. The level of theory is ωB97M-V/def2-TZVPD.

Results
Kohn-Sham gap	9.4	eV
spin multiplicity	1
HOMO level	-8.61	eV
E_LUMO	0.0302	Eh
structure (SMILES)	C=C/C(C)=C/C.O
max |F|	1.71	eV Å⁻¹

Positions of all 19 atoms, in Å:
C1 1.941 1.459 -0.452
C2 1.035 0.216 -0.263
C3 0.074 -0.138 -1.140
C4 -0.473 0.712 -2.265
C5 1.057 -1.372 1.753
C6 1.629 -0.739 0.731
H1 2.612 1.452 0.400
H2 2.575 1.356 -1.337
H3 1.353 2.374 -0.466
H4 -0.353 -1.109 -0.915
H5 -0.978 0.062 -2.967
H6 -1.248 1.316 -1.784
H7 0.305 1.299 -2.724
H8 -0.022 -1.559 1.715
H9 1.571 -1.853 2.578
H10 2.644 -0.946 0.394
H11 -4.749 -0.579 2.935
H12 -4.399 -1.440 1.804
O1 -4.576 -0.510 2.005

[4]
This record from OMol25 describes a cluster of 2 separate species, C27H55BN2O9PS in total. The level of theory is ωB97M-V/def2-TZVPD.

Results
net charge	+1
Kohn-Sham gap	7.7	eV
spin multiplicity	1
HOMO level	-11.06	eV
E_LUMO	-0.1236	Eh
max |F|	3.89	eV Å⁻¹

Positions of all 96 atoms, in Å:
C1 2.602 -0.737 -5.029
O1 3.517 -1.113 -4.022
C2 3.202 -0.499 -2.767
C3 3.661 -1.484 -1.697
C4 3.780 -0.933 -0.260
C5 2.503 -0.556 0.515
O2 2.255 0.817 0.247
C6 1.192 1.118 -0.650
C7 0.401 2.341 -0.100
C8 1.463 3.420 0.233
C9 -0.399 2.866 -1.304
C10 -1.331 1.790 -1.924
C11 -2.679 2.457 -2.302
C12 -0.767 1.173 -3.244
C13 2.854 -0.477 2.052
C14 3.567 -1.658 2.690
C15 5.094 -1.292 2.781
C16 5.382 0.090 3.565
O3 5.655 -1.403 3.999
C17 1.382 -0.281 2.578
B1 1.112 -0.192 4.155
O4 0.392 -1.159 4.860
N1 1.642 0.882 4.975
C18 2.853 0.459 5.717
C19 1.838 2.135 4.220
C20 0.712 -1.374 1.742
C21 -0.491 -2.083 2.214
C22 -1.669 -1.097 2.565
C23 -2.789 -1.169 1.522
O5 -2.575 -0.122 0.582
N2 1.357 -1.489 0.610
P1 0.684 -2.684 -0.546
O6 0.594 -1.934 -1.978
O7 1.714 -3.953 -0.612
H1 2.835 -1.274 -5.951
H2 1.567 -0.990 -4.758
H3 2.690 0.336 -5.255
H4 2.129 -0.303 -2.778
H5 3.820 0.410 -2.706
H6 3.121 -2.433 -1.774
H7 4.683 -1.754 -1.992
H8 4.430 -1.635 0.269
H9 4.367 -0.013 -0.329
H10 1.525 1.437 -1.643
H11 0.460 0.318 -0.810
H12 -0.237 2.079 0.750
H13 2.228 3.406 -0.552
H14 1.006 4.412 0.160
H15 1.945 3.262 1.199
H16 0.300 3.188 -2.088
H17 -0.976 3.762 -1.057
H18 -1.555 0.998 -1.201
H19 -3.460 1.694 -2.412
H20 -2.601 3.033 -3.230
H21 -2.973 3.167 -1.518
H22 0.201 1.620 -3.501
H23 -0.610 0.094 -3.146
H24 -1.437 1.378 -4.080
H25 3.317 0.506 2.125
H26 3.364 -1.807 3.751
H27 3.563 -2.568 2.082
H28 5.718 -1.496 1.917
H29 6.028 0.379 2.663
H30 6.187 0.379 4.258
H31 0.869 0.621 2.194
H32 -0.377 -0.715 5.250
H33 3.704 1.107 5.515
H34 3.115 -0.590 5.560
H35 2.639 0.540 6.793
H36 2.242 2.875 4.919
H37 2.534 2.050 3.376
H38 0.858 2.528 3.929
H39 -0.898 -2.823 1.531
H40 -0.195 -2.634 3.114
H41 -1.268 -0.088 2.674
H42 -2.059 -1.447 3.522
H43 -3.725 -0.968 2.062
H44 -2.878 -2.160 1.066
H45 -2.927 -0.371 -0.286
H46 0.063 -2.452 -2.606
H47 1.271 -4.714 -0.205
C24 -7.422 -1.339 -2.278
C25 -8.006 0.079 -2.246
C26 -6.853 1.057 -2.506
S1 -5.655 0.164 -3.501
O8 -4.440 0.003 -2.728
O9 -5.630 0.710 -4.831
C27 -6.533 -1.394 -3.517
H48 -8.202 -2.097 -2.314
H49 -6.823 -1.511 -1.380
H50 -8.758 0.180 -3.031
H51 -8.495 0.293 -1.297
H52 -7.181 1.938 -3.052
H53 -6.364 1.356 -1.580
H54 -5.821 -2.216 -3.503
H55 -7.127 -1.427 -4.429

[5]
This record from OMol25 describes a cluster of 8 separate species, C23H58Br6Cl2N4O4 in total. The level of theory is ωB97M-V/def2-TZVPD.

Results
Kohn-Sham gap	9.3	eV
spin multiplicity	1
HOMO level	-9.23	eV
E_LUMO	0.0016	Eh
structure (SMILES)	COC[C@H](C)N.COC[C@H](C)N.COC[C@H](C)N.COC[C@H](C)N.BrCCBr.BrCCBr.BrCCBr.ClCCl
max |F|	3.62	eV Å⁻¹

Positions of all 97 atoms, in Å:
Br1 1.906 -1.494 10.476
C1 2.142 0.267 9.551
C2 0.807 0.638 8.981
Br2 0.857 2.562 8.599
H1 2.978 0.227 8.853
H2 2.391 1.032 10.287
H3 0.007 0.473 9.703
H4 0.654 0.253 7.973
Br3 3.185 0.330 4.008
C3 2.289 0.933 2.238
C4 1.323 -0.117 1.896
Br4 -0.058 -0.328 3.280
H5 3.095 1.085 1.520
H6 1.868 1.901 2.509
H7 1.779 -1.098 1.767
H8 0.887 0.112 0.924
Br5 -6.181 1.298 -0.063
C5 -5.235 0.661 1.616
C6 -6.090 -0.471 2.257
Br6 -7.809 0.358 2.928
H9 -5.113 1.540 2.248
H10 -4.290 0.259 1.250
H11 -5.675 -0.811 3.206
H12 -6.184 -1.211 1.463
C7 0.611 -6.726 0.319
C8 0.488 -7.464 -0.993
C9 -0.906 -8.027 -1.111
O1 -1.092 -8.891 -2.211
C10 -0.801 -10.238 -1.877
N1 0.721 -6.440 -2.064
H13 0.027 -5.812 0.209
H14 1.642 -6.477 0.569
H15 0.274 -7.477 1.033
H16 1.262 -8.228 -1.072
H17 -1.672 -7.257 -1.199
H18 -1.142 -8.569 -0.194
H19 -0.697 -10.841 -2.778
H20 -1.656 -10.619 -1.318
H21 0.177 -10.446 -1.444
H22 0.942 -7.099 -2.797
H23 1.557 -5.874 -2.062
C11 -2.007 -1.821 -4.592
C12 -2.837 -2.226 -3.382
C13 -3.832 -3.406 -3.476
O2 -4.473 -3.346 -2.206
C14 -5.374 -4.372 -1.863
N2 -1.821 -2.524 -2.372
H24 -1.543 -2.674 -5.089
H25 -1.274 -1.097 -4.236
H26 -2.667 -1.342 -5.315
H27 -3.422 -1.403 -2.972
H28 -3.147 -4.235 -3.658
H29 -4.522 -3.436 -4.319
H30 -5.748 -4.981 -2.686
H31 -6.294 -3.868 -1.565
H32 -5.111 -5.044 -1.045
H33 -2.291 -2.851 -1.540
H34 -1.499 -3.389 -2.783
C15 -0.572 6.273 3.624
C16 0.256 7.443 3.144
C17 1.828 7.295 3.210
O3 2.205 6.182 2.576
C18 3.590 6.164 2.243
N3 -0.213 7.743 1.848
H35 -0.442 5.306 3.139
H36 -1.590 6.489 3.300
H37 -0.429 6.112 4.692
H38 -0.053 8.308 3.732
H39 2.279 7.405 4.196
H40 2.256 8.195 2.768
H41 3.844 6.773 1.375
H42 3.699 5.134 1.904
H43 4.285 6.253 3.078
H44 0.194 6.925 1.418
H45 0.400 8.355 1.327
C19 0.520 3.100 -7.448
C20 0.900 4.183 -6.480
C21 1.016 3.650 -4.960
O4 1.092 4.683 -3.928
C22 1.034 4.151 -2.599
N4 2.140 4.825 -6.834
H46 -0.116 3.492 -8.242
H47 0.001 2.265 -6.978
H48 1.329 2.659 -8.031
H49 0.123 4.942 -6.391
H50 1.904 3.029 -4.840
H51 0.113 3.073 -4.764
H52 2.022 3.829 -2.271
H53 0.178 3.495 -2.441
H54 0.803 4.959 -1.906
H55 2.686 3.976 -6.797
H56 2.487 5.432 -6.104
C23 7.808 -0.323 1.721
Cl1 7.223 -1.977 1.786
Cl2 7.306 0.544 0.221
H57 7.599 0.225 2.640
H58 8.888 -0.467 1.688

[6]
This record from OMol25 describes a cluster of 7 separate species, C5H23NO7 in total. The level of theory is ωB97M-V/def2-TZVPD.

Results
Kohn-Sham gap	9.5	eV
spin multiplicity	1
HOMO level	-9.21	eV
E_LUMO	0.0117	Eh
structure (SMILES)	CC[C@@H](C=O)NC.O.O.O.O.O.O
max |F|	2.54	eV Å⁻¹

Positions of all 36 atoms, in Å:
C1 -2.059 1.379 -0.069
N1 -1.216 0.301 0.332
C2 1.599 -2.146 -0.842
C3 0.981 -0.902 -0.195
C4 -0.372 -0.231 -0.699
C5 -1.031 -1.274 -1.557
O1 -0.700 -1.399 -2.723
H1 -2.495 1.948 0.768
H2 -2.899 1.042 -0.690
H3 -1.742 2.270 -0.621
H4 -0.765 0.454 1.220
H5 2.015 -2.863 -0.082
H6 2.329 -1.891 -1.601
H7 0.811 -2.695 -1.296
H8 1.737 -0.094 -0.342
H9 0.796 -1.209 0.849
H10 0.053 0.594 -1.326
H11 -1.856 -1.857 -1.190
H12 0.464 3.796 -2.547
H13 1.521 2.838 -2.580
O2 0.617 2.900 -2.225
H14 1.017 1.540 3.392
H15 0.515 0.069 3.248
O3 0.738 0.878 2.754
H16 0.911 0.672 -3.795
H17 0.913 -0.695 -3.121
O4 1.504 0.055 -3.364
H18 -1.534 -1.704 1.647
H19 -2.795 -1.499 2.692
O5 -2.110 -2.068 2.329
H20 1.108 1.786 0.670
H21 1.220 2.504 -0.660
O6 1.421 2.621 0.288
H22 0.311 -2.219 3.627
H23 -0.988 -1.487 3.672
O7 -0.023 -1.413 4.037

[7]
This record from OMol25 describes a cluster of 2 separate species, C3H10N2O in total. The level of theory is ωB97M-V/def2-TZVPD.

Results
Kohn-Sham gap	8.3	eV
spin multiplicity	1
HOMO level	-7.56	eV
E_LUMO	0.0279	Eh
structure (SMILES)	C=CN.NCO
max |F|	1.40	eV Å⁻¹

Positions of all 16 atoms, in Å:
C1 2.215 -0.349 0.343
C2 2.030 0.864 0.868
N1 1.222 -1.208 -0.101
H1 3.203 -0.769 0.362
H2 2.834 1.529 1.107
H3 1.032 1.160 1.156
H4 -2.366 -1.317 0.074
H5 0.262 -1.119 0.176
H6 1.611 -2.106 -0.324
N2 -1.247 0.931 0.097
C3 -1.833 0.209 -0.998
O1 -1.846 -1.187 -0.730
H7 -1.624 0.616 0.983
H8 -1.355 1.936 0.110
H9 -1.267 0.293 -1.924
H10 -2.870 0.517 -1.201

[8]
This record from OMol25 describes a cluster of 5 separate species, C20H38O17 in total. The level of theory is ωB97M-V/def2-TZVPD.

Results
Kohn-Sham gap	10.9	eV
spin multiplicity	1
HOMO level	-10.74	eV
E_LUMO	0.0046	Eh
structure (SMILES)	COC(=O)OCC(=O)O.CCOC(=O)OC.CCOC(=O)OC.CCOC(=O)OC.CCOC(=O)OC
max |F|	4.75	eV Å⁻¹

Positions of all 75 atoms, in Å:
C1 1.573 -2.270 -6.209
O1 1.908 -1.627 -4.925
C2 2.609 -0.421 -5.190
O2 1.968 0.641 -5.071
O3 3.954 -0.356 -5.630
C3 4.915 -0.444 -4.541
C4 4.292 -0.487 -3.071
O4 4.000 -1.540 -2.459
O5 4.110 0.762 -2.402
H1 1.863 -3.373 -6.133
H2 0.460 -2.233 -6.440
H3 2.208 -1.829 -7.063
H4 5.519 -1.407 -4.686
H5 5.602 0.476 -4.612
H6 3.353 0.664 -1.783
C5 1.839 -3.341 -2.193
C6 0.529 -3.568 -2.926
O6 0.212 -4.966 -2.999
C7 -0.261 -5.512 -1.869
O7 -0.444 -4.939 -0.823
O8 -0.473 -6.821 -2.095
C8 -0.879 -7.545 -0.936
H7 2.640 -3.929 -2.648
H8 2.116 -2.290 -2.215
H9 1.770 -3.653 -1.149
H10 0.626 -3.216 -3.951
H11 -0.293 -3.010 -2.469
H12 -1.751 -7.088 -0.466
H13 -0.049 -7.609 -0.227
H14 -1.145 -8.555 -1.249
C9 -1.310 0.179 -2.594
C10 -0.516 -0.051 -1.323
O9 -0.188 1.192 -0.685
C11 -1.190 1.782 -0.017
O10 -2.316 1.366 0.095
O11 -0.727 2.942 0.486
C12 -1.727 3.727 1.134
H15 -0.780 0.866 -3.259
H16 -1.481 -0.763 -3.118
H17 -2.281 0.632 -2.380
H18 0.432 -0.534 -1.572
H19 -1.042 -0.713 -0.630
H20 -2.248 3.153 1.902
H21 -2.433 4.112 0.395
H22 -1.232 4.573 1.613
C13 5.003 -1.191 4.517
C14 4.848 -1.440 3.029
O12 3.580 -0.970 2.553
C15 3.478 0.359 2.398
O13 4.344 1.171 2.615
O14 2.229 0.635 1.983
C16 1.950 2.031 1.880
H23 4.163 -1.622 5.068
H24 5.933 -1.629 4.886
H25 5.015 -0.123 4.742
H26 4.874 -2.515 2.837
H27 5.664 -0.991 2.456
H28 2.686 2.539 1.253
H29 1.919 2.478 2.877
H30 0.969 2.144 1.419
C17 -6.072 3.097 2.326
C18 -5.274 2.863 3.595
O15 -4.943 4.104 4.234
C19 -5.943 4.694 4.905
O16 -7.070 4.277 5.018
O17 -5.481 5.851 5.409
C20 -6.479 6.634 6.060
H31 -5.542 3.783 1.660
H32 -6.246 2.156 1.801
H33 -7.041 3.551 2.543
H34 -4.329 2.378 3.342
H35 -5.801 2.201 4.288
H36 -6.999 6.058 6.828
H37 -7.187 7.021 5.324
H38 -5.982 7.478 6.540